Record 1
Below is a gas-phase ion, C2H5F3NO (charge +1) at a distorted geometry, with properties calculated with ωB97M-V with the def2-TZVPD basis set.

E_LUMO, eV: -3.6
Total charge: +1
Gap between HOMO and LUMO, Ha: 0.4504
E_tot, eV: -13829.963
Maximum force, eV/Å: 5.56
SMILES string: OCC[N+](F)(F)F

Bonds (Å) are listed after each position.
Geometry (Å):
1 O 0.930 1.474 0.171  C2 1.436, H8 0.992
2 C 1.048 0.187 -0.455  O1 1.436, C3 1.530, H9 1.090, H10 1.112
3 C 0.115 -0.793 0.258  C2 1.530, N4 1.653, H11 1.163, H12 1.015
4 N -1.407 -0.202 0.001  C3 1.653, F5 1.293, F6 1.337, F7 1.285
5 F -1.440 0.298 -1.191  N4 1.293
6 F -1.716 0.858 0.755  N4 1.337
7 F -2.349 -1.066 0.137  N4 1.285
8 H 1.827 1.614 0.570  O1 0.992
9 H 2.012 -0.209 -0.133  C2 1.090
10 H 0.671 0.251 -1.499  C2 1.112
11 H 0.253 -0.643 1.403  C3 1.163
12 H 0.058 -1.769 -0.016  C3 1.015

=====

Record 2
Below is a single C5H6O2 molecule, with properties calculated with ωB97M-V with the def2-TZVPD basis set.

E_LUMO, eV: 1.0
Gap between HOMO and LUMO, Ha: 0.3872
E_tot, eV: -9374.659
Maximum force, eV/Å: 0.85
SMILES string: C#C[C@@H](C)OC=O

Bonds (Å) are listed after each position.
Geometry (Å):
1 C -0.689 2.065 -0.021  C2 1.203, H8 1.062
2 C -0.323 0.958 0.274  C1 1.203, C3 1.456
3 C -0.080 -0.471 0.411  C2 1.456, C4 1.531, O5 1.480, H9 1.094
4 C -1.421 -1.154 0.130  C3 1.531, H10 1.094, H11 1.098, H12 1.089
5 O 1.005 -0.879 -0.511  C3 1.480, C6 1.347
6 C 2.023 0.002 -0.496  O5 1.347, O7 1.201, H13 1.096
7 O 2.045 1.018 0.145  C6 1.201
8 H -0.613 3.101 -0.235  C1 1.062
9 H 0.296 -0.756 1.397  C3 1.094
10 H -1.985 -0.586 -0.617  C4 1.094
11 H -2.004 -1.138 1.060  C4 1.098
12 H -1.304 -2.187 -0.192  C4 1.089
13 H 2.865 -0.288 -1.134  C6 1.096

=====

| no. | HOMO (Ha) |
| --- | --- |
| 1 | -0.5833 |
| 2 | -0.3512 |